A molecular structure, C10H6Cl2GdN2O3STl. Source: the OMol25 dataset; level of theory: ωB97M-V with the def2-TZVPD basis set.

```
26
Properties=species:S:1:pos:R:3:forces:R:3
Gd 0.03681 -1.58191 -5.23677 0.6 -0.2 5.2
Tl -0.48724 -0.29158 -1.60612 -0.1 0.3 1.1
Cl -0.99796 0.52533 -4.13023 0.2 -0.7 -1.4
Cl 0.88246 -2.44016 -2.57521 -0.4 0.3 -1.6
C -1.50411 -2.31482 0.50962 -1.0 -1.2 1.7
C -0.42565 -0.28449 -7.14063 -1.6 4.8 -7.2
C 0.04571 -2.41536 -7.42540 0.2 -4.6 -8.7
O -1.90913 -2.82627 1.43910 0.7 0.9 -1.7
O -0.62501 0.19334 -8.18326 0.9 -2.1 5.4
O 0.04711 -2.81292 -8.52708 0.0 2.2 6.3
N 1.61564 -2.19460 1.66789 -1.8 3.6 -0.3
C 1.05301 -1.07533 2.21662 1.7 -2.3 -1.6
N 0.35354 -0.24124 1.44875 -0.1 1.2 1.4
C 0.05788 0.86885 2.19025 1.1 -3.1 -1.6
C -0.66705 1.90622 1.68336 -0.8 0.6 -0.3
C -0.84934 2.97939 2.50630 0.0 1.1 2.3
C -0.44928 3.01430 3.86888 0.1 0.7 -1.2
C 0.32754 1.94543 4.39545 0.2 0.7 -0.4
C 0.57074 0.89720 3.48668 1.2 -2.1 2.2
S 1.45186 -0.60008 3.91712 -1.7 1.9 -1.5
H 2.08641 -2.68063 2.41281 0.9 -1.5 -0.9
H 1.62070 -2.23593 0.56247 0.3 -0.7 3.1
H -1.13572 1.88742 0.72801 -0.1 -0.1 -0.7
H -1.32315 3.85798 2.14596 -0.5 0.6 -0.4
H -0.65830 3.99854 4.31199 0.3 -0.8 0.7
H 0.88256 1.92132 5.33343 -0.6 0.4 0.2
```
Positions in Å, forces in eV/Å.

Molecular weight = 666.78 g mol⁻¹
Charge = +4
Energy above the lowest of the compared OMol25 structures with the same formula, charge and spin = 0.0 kcal per mole
Multiplicity = 8
HOMO level (spin up / spin down) = -21.286 / -21.425 eV
⟨S²⟩ = 16.05